Below is a cluster of 2 separate species, C32H29FNO6S in total in a non-equilibrium geometry, with properties calculated with ωB97M-V/def2-TZVPD.

Bonds (Å) are listed after each position.
Atoms and positions in Å:
1 C -0.92 -2.69 4.89  C2 1.505, H17 1.091, H18 1.098, H19 1.095
2 C 0.38 -1.97 5.17  C1 1.505, O3 1.439, H20 1.097, H21 1.100
3 O 1.02 -1.72 3.91  C2 1.439, C4 1.360
4 C 1.98 -0.77 4.05  O3 1.360, C5 1.486, O16 1.224
5 C 2.44 -0.26 2.73  C4 1.486, F6 1.341, S7 1.843
6 F 3.47 0.57 2.92  C5 1.341
7 S 2.68 -1.56 1.45  C5 1.843, C8 1.790, O14 1.443, O15 1.444
8 C 4.09 -0.85 0.62  S7 1.790, C9 1.394, C13 1.394
9 C 4.06 0.48 0.22  C8 1.394, C10 1.393, H22 1.091
10 C 5.16 1.00 -0.48  C9 1.393, C11 1.400, H23 1.091
11 C 6.35 0.27 -0.54  C10 1.400, C12 1.398, H24 1.086
12 C 6.43 -0.99 0.06  C11 1.398, C13 1.394, H25 1.090
13 C 5.29 -1.57 0.62  C8 1.394, C12 1.394, H26 1.087
14 O 3.17 -2.81 1.98  S7 1.443
15 O 1.48 -1.54 0.64  S7 1.444
16 O 2.41 -0.37 5.13  C4 1.224
17 H -1.44 -2.87 5.83  C1 1.091
18 H -1.59 -2.10 4.26  C1 1.098
19 H -0.73 -3.67 4.42  C1 1.095
20 H 0.17 -1.02 5.66  C2 1.097
21 H 1.03 -2.57 5.81  C2 1.100
22 H 3.20 1.10 0.46  C9 1.091
23 H 5.05 1.97 -0.96  C10 1.091
24 H 7.21 0.68 -1.06  C11 1.086
25 H 7.36 -1.55 0.09  C12 1.090
26 H 5.31 -2.56 1.08  C13 1.087
27 C 0.07 -4.06 -5.28  C28 1.400, C32 1.413, H52 1.093
28 C -0.67 -3.24 -4.42  C27 1.400, C29 1.394, H53 1.087
29 C 0.02 -2.45 -3.50  C28 1.394, C30 1.395, C50 1.486
30 C 1.42 -2.45 -3.45  C29 1.395, C31 1.395, C33 1.487
31 C 2.16 -3.27 -4.31  C30 1.395, C32 1.400, H54 1.086
32 C 1.48 -4.08 -5.22  C27 1.413, C31 1.400, H55 1.092
33 C 1.90 -1.40 -2.52  C30 1.487, O34 1.226, C35 1.496
34 O 3.07 -1.09 -2.33  C33 1.226
35 C 0.67 -0.75 -1.96  C33 1.496, C36 1.367, C50 1.498
36 C 0.71 0.36 -1.17  C35 1.367, C37 1.444, H56 1.091
37 C -0.45 1.03 -0.62  C36 1.444, C38 1.417, C49 1.415
38 C -1.54 0.29 -0.09  C37 1.417, C39 1.384, H57 1.085
39 C -2.76 0.90 0.17  C38 1.384, C40 1.427, C44 1.497
40 C -2.87 2.32 0.07  C39 1.427, N41 1.363, C48 1.425
41 N -4.05 2.94 0.37  C40 1.363, C42 1.448, C45 1.449
42 C -5.13 2.23 1.03  N41 1.448, C43 1.524, H58 1.108, H59 1.101
43 C -5.28 0.81 0.50  C42 1.524, C44 1.528, H60 1.095, H61 1.097
44 C -3.95 0.05 0.51  C39 1.497, C43 1.528, H62 1.098, H63 1.102
45 C -4.16 4.38 0.44  N41 1.449, C46 1.522, H64 1.103, H65 1.108
46 C -3.35 5.04 -0.66  C45 1.522, C47 1.521, H66 1.093, H67 1.093
47 C -1.91 4.54 -0.69  C46 1.521, C48 1.495, H68 1.096, H69 1.100
48 C -1.77 3.08 -0.41  C40 1.425, C47 1.495, C49 1.388
49 C -0.56 2.44 -0.65  C37 1.415, C48 1.388, H70 1.091
50 C -0.52 -1.44 -2.56  C29 1.486, C35 1.498, O51 1.225
51 O -1.72 -1.24 -2.38  C50 1.225
52 H -0.45 -4.68 -6.02  C27 1.093
53 H -1.75 -3.18 -4.46  C28 1.087
54 H 3.24 -3.23 -4.26  C31 1.086
55 H 2.04 -4.74 -5.89  C32 1.092
56 H 1.66 0.89 -1.13  C36 1.091
57 H -1.44 -0.77 0.09  C38 1.085
58 H -4.97 2.21 2.13  C42 1.108
59 H -6.06 2.80 0.85  C42 1.101
60 H -6.01 0.27 1.11  C43 1.095
61 H -5.65 0.85 -0.53  C43 1.097
62 H -3.99 -0.76 -0.22  C44 1.098
63 H -3.79 -0.43 1.49  C44 1.102
64 H -5.23 4.63 0.34  C45 1.103
65 H -3.81 4.74 1.42  C45 1.108
66 H -3.82 4.82 -1.62  C46 1.093
67 H -3.37 6.12 -0.53  C46 1.093
68 H -1.48 4.74 -1.68  C47 1.096
69 H -1.30 5.12 0.03  C47 1.100
70 H 0.32 3.01 -0.94  C49 1.091

The net charge is -1. The calculation puts the HOMO energy at -3.169 eV. Its orbital gap is 5.02 eV. As for the energy above the lowest of the compared OMol25 structures with the same formula, charge and spin: 11.14 kJ/mol. The calculation puts the LUMO energy at 1.85 eV. As for the spin multiplicity: 1.